[1]
C44H71BrN8O4PbSSi | ωB97M-V/def2-TZVPD

Values from the calculation:
Energy: -160881.477 eV
Charge: +2
Molar mass: 1123.36 u
F_max: 0.790 eV/Å
E_HOMO: -12.92 eV
Kohn-Sham gap: 5.391 eV

The geometry in XYZ format:
```
131
Properties=species:S:1:pos:R:3:forces:R:3
Pb -0.39077 -0.08885 0.92326 -0.2 -0.1 0.0
C 2.36771 -1.25708 3.79827 0.0 0.1 0.0
N 1.30731 -2.11645 3.25901 0.3 -0.3 0.2
C 1.77708 -2.96692 2.14847 -0.1 0.1 -0.1
C 0.29364 -2.49249 4.01093 -0.2 0.1 -0.1
C 0.25617 -2.25793 5.42169 0.0 0.0 -0.1
C -0.61104 -2.96802 6.18393 0.0 0.0 0.0
C -1.53167 -3.93402 5.63516 0.0 0.0 0.0
C -1.68954 -4.01617 4.30618 0.0 0.0 0.0
C -0.93212 -3.12675 3.43337 0.1 -0.1 0.0
N -1.28188 -2.67366 2.27727 -0.1 0.1 0.0
C -2.56208 -2.78409 1.73530 0.1 -0.1 0.0
C -3.71680 -2.94574 2.52157 0.0 0.0 0.0
C -4.96838 -3.01911 1.94948 0.0 0.0 0.0
C -5.08984 -2.92198 0.56982 0.0 0.0 0.0
C -3.97593 -2.67743 -0.21656 0.0 0.0 0.0
C -2.70650 -2.57007 0.34059 0.0 0.0 0.0
N -1.58159 -2.20184 -0.45335 -0.1 0.1 -0.1
C -0.66179 -3.31408 -0.73520 0.0 0.0 0.1
C -1.93299 -1.54166 -1.72527 0.0 0.0 0.0
H 3.09290 -1.84653 4.36255 0.0 0.0 0.0
H 2.86723 -0.78450 2.95509 0.0 0.0 0.0
H 1.94750 -0.48251 4.43328 0.0 0.0 0.0
H 2.36714 -3.78037 2.57399 0.0 0.0 0.0
H 0.94259 -3.36400 1.59289 0.0 -0.1 0.0
H 2.39302 -2.36676 1.48506 0.0 0.0 0.0
H 1.00701 -1.64664 5.89708 0.0 0.0 0.0
H -0.55063 -2.87065 7.26054 0.0 0.0 0.0
H -2.07734 -4.58012 6.30774 0.0 0.0 0.0
H -2.36342 -4.72951 3.85209 0.0 0.0 0.0
H -3.63556 -2.92779 3.59836 0.0 0.0 0.0
H -5.84429 -3.12974 2.57294 0.0 0.0 0.0
H -6.06278 -3.00251 0.10293 0.0 0.0 0.0
H -4.10660 -2.55328 -1.28146 0.0 0.0 0.0
H -1.14840 -4.06476 -1.36666 0.0 0.0 0.0
H 0.21443 -2.92461 -1.25476 0.0 0.0 0.0
H -0.34894 -3.79280 0.18622 0.0 -0.1 0.0
H -2.29881 -2.26173 -2.46560 0.0 0.0 0.0
H -2.68724 -0.77240 -1.55809 0.0 0.0 0.0
H -1.04847 -1.04855 -2.12094 0.1 0.0 0.0
C -0.64642 2.93047 3.05606 0.0 0.1 0.0
N -1.32982 3.66809 4.09997 0.0 -0.1 0.0
C -1.28720 2.88318 5.33239 0.0 0.0 0.0
N -1.92999 1.56663 5.17194 0.0 0.0 0.0
C -1.25414 0.86060 4.10326 0.1 0.0 0.0
N -1.27523 1.60248 2.82574 0.0 0.0 -0.2
C -2.70379 1.83995 2.47668 -0.1 -0.1 0.1
N -3.40462 2.55885 3.51693 0.0 0.0 0.0
C -2.73600 3.85246 3.70953 0.0 0.1 0.0
C -3.32439 1.79493 4.75776 0.0 0.0 0.0
H 0.39799 2.77746 3.34082 0.0 0.0 0.0
H -0.68272 3.49442 2.12170 0.0 0.0 0.0
H -1.80355 3.42793 6.12229 0.0 0.0 0.0
H -0.24726 2.73814 5.63334 0.0 0.0 0.0
H -1.73652 -0.11324 3.94909 0.0 0.0 0.0
H -0.20797 0.69584 4.38795 0.0 0.0 0.0
H -3.18467 0.86455 2.32411 0.0 0.0 0.0
H -2.75592 2.41133 1.55235 0.0 0.0 0.0
H -3.25061 4.40281 4.49661 0.0 0.0 0.0
H -2.79535 4.42273 2.78240 0.0 0.0 0.0
H -3.81627 0.82859 4.61917 0.0 0.0 0.0
H -3.84163 2.33745 5.54862 0.0 0.0 0.0
C -5.66532 -0.74127 -3.20273 0.0 0.0 0.0
C -5.18480 0.53844 -2.57675 0.0 0.0 0.0
C -4.75247 1.59950 -3.36671 0.0 0.0 0.0
C -4.30588 2.78135 -2.79419 0.0 0.0 0.0
C -4.27762 2.89995 -1.41206 0.1 0.0 0.0
C -4.72074 1.86120 -0.60420 0.0 0.0 0.0
C -5.17390 0.69172 -1.19029 0.0 0.0 0.0
S -3.60585 4.35840 -0.66703 -0.1 0.0 0.0
O -3.79983 5.45352 -1.56174 0.0 0.0 0.0
O -4.05790 4.37167 0.69491 0.0 0.0 0.0
N -1.98868 4.09266 -0.58592 0.1 -0.1 0.0
C -1.18805 4.22975 -1.80630 0.1 0.0 0.0
C 0.00982 3.27664 -1.77095 -0.1 0.0 -0.1
C -0.34533 1.80568 -1.61589 -0.1 0.0 -0.1
O -0.08964 0.99233 -2.47973 0.1 -0.1 -0.1
O -0.94265 1.47913 -0.48298 0.0 0.3 0.2
H -5.99993 -0.58219 -4.22602 0.0 0.0 0.0
H -6.49404 -1.17077 -2.63903 0.0 0.0 0.0
H -4.86228 -1.48419 -3.23930 0.0 0.0 0.0
H -4.78775 1.51099 -4.44519 0.0 0.0 0.0
H -4.02115 3.62201 -3.41260 0.0 0.0 0.0
H -4.75093 1.99661 0.46927 0.0 0.0 0.0
H -5.55831 -0.10436 -0.56237 0.0 0.0 0.0
H -1.80961 3.19919 -0.13769 0.0 0.0 0.1
H -0.81804 5.25241 -1.85997 0.0 0.0 -0.1
H -1.77912 4.05108 -2.70793 0.0 -0.1 0.0
H 0.67567 3.56461 -0.95231 0.0 -0.1 0.0
H 0.55557 3.36952 -2.70957 0.0 0.1 0.1
C 4.68274 -3.02609 -2.20143 0.0 0.0 0.0
C 5.24611 -1.61894 -1.96312 0.0 0.0 -0.1
C 6.60519 -1.48400 -2.69896 0.0 -0.1 0.0
C 5.49657 -1.48713 -0.45111 0.1 0.0 0.0
Si 4.20942 -0.22841 -2.71903 -0.5 0.0 0.6
Br 2.19435 -0.15199 -0.11624 0.5 0.0 -0.4
C 4.73453 1.55455 -2.44341 0.0 0.0 0.0
C 3.53588 2.51784 -2.40546 0.0 0.0 0.0
C 5.62173 1.89243 -3.66858 0.0 0.1 0.0
C 5.54542 1.76094 -1.15902 0.1 0.0 0.0
C 3.01315 -0.65217 -4.10701 0.2 0.0 -0.1
C 2.29476 0.55012 -4.73018 0.0 0.0 0.0
C 3.91644 -1.27127 -5.20732 -0.1 0.0 0.0
C 1.94589 -1.65939 -3.65065 0.0 0.0 0.0
H 5.42864 -3.74860 -1.86109 0.0 0.0 0.0
H 4.47183 -3.25132 -3.24314 0.0 0.0 0.0
H 3.77435 -3.19196 -1.61940 0.0 0.0 0.0
H 7.27242 -2.26423 -2.32423 0.0 0.0 0.0
H 7.09064 -0.52664 -2.50993 0.0 0.0 0.0
H 6.52062 -1.62508 -3.77890 0.0 0.0 0.0
H 6.00808 -2.39522 -0.12056 0.0 0.0 0.0
H 4.57311 -1.39781 0.11435 0.0 0.0 0.0
H 6.13749 -0.64682 -0.19991 0.0 0.0 0.0
H 2.82545 2.25014 -1.62196 0.0 0.0 0.0
H 3.00477 2.57236 -3.35023 0.0 0.0 0.0
H 3.91958 3.51717 -2.18363 0.0 0.0 0.0
H 5.09234 1.77887 -4.61605 0.0 0.0 0.0
H 6.53624 1.29939 -3.70816 0.0 0.0 0.0
H 5.91756 2.94190 -3.59205 0.0 0.0 0.0
H 4.97890 1.48225 -0.27011 0.0 0.0 0.0
H 5.78997 2.82287 -1.07867 0.0 0.0 0.0
H 6.48903 1.21668 -1.16378 0.0 0.0 0.0
H 2.98905 1.28078 -5.14589 0.0 0.0 0.0
H 1.61954 1.03258 -4.03084 -0.1 0.0 0.1
H 1.69123 0.17577 -5.56169 0.0 0.0 0.0
H 4.63155 -0.54660 -5.60420 0.0 0.0 0.0
H 3.27260 -1.57122 -6.03796 0.0 0.0 0.0
H 4.46502 -2.15516 -4.88894 0.0 0.0 0.0
H 1.33049 -1.23089 -2.85976 0.0 0.0 0.0
H 2.36083 -2.60869 -3.31860 0.0 0.0 0.0
H 1.29306 -1.86409 -4.50377 0.0 0.0 0.0
```
Forces are in eV/Å.


[2]
C4H11N2O2 | ωB97M-V/def2-TZVPD

Values from the calculation:
Energy: -11392.430 eV
Charge: +1
Molar mass: 119.14 u
F_max: 4.139 eV/Å
E_HOMO: -14.05 eV
Kohn-Sham gap: 10.857 eV
SMILES: C[C@H]([NH3+])C(=O)N(C)O

The geometry in XYZ format:
```
19
Properties=species:S:1:pos:R:3:forces:R:3
C -0.67956 1.45603 -1.17669 -0.2 2.2 -2.1
C -0.79363 0.55233 0.03474 -1.5 3.3 -0.2
N -1.12985 1.39303 1.25315 -1.7 0.6 -1.1
C 0.44383 -0.04153 0.45687 2.8 -3.0 0.7
O 1.02782 0.42386 1.46297 -0.1 -0.7 -1.2
N 0.77498 -1.18765 -0.19919 1.5 1.4 0.3
C 1.76288 -2.16965 0.33439 1.3 -1.0 -2.6
O -0.15456 -1.54381 -1.13068 -1.6 -1.3 -1.0
H 0.18979 2.26679 -1.10685 -1.4 -2.2 -0.3
H -0.78242 0.93230 -2.19713 1.0 0.5 1.7
H -1.58096 2.11977 -1.29205 0.5 -0.6 0.6
H -1.56149 -0.13974 -0.05429 -1.2 -1.4 -0.5
H -2.06600 1.16752 1.63184 1.1 -0.7 0.5
H -1.31688 2.35299 0.99454 0.7 0.5 -0.2
H -0.14939 1.23377 1.70345 -0.2 0.3 1.4
H 1.39283 -3.21630 0.11134 0.3 1.4 0.0
H 2.89276 -2.07792 -0.08346 -2.9 0.1 0.8
H 1.74193 -2.04578 1.37746 0.3 0.2 1.4
H -0.01207 -1.47600 -2.12043 1.3 0.3 1.7
```
Forces are in eV/Å.


[3]
C26H33N3O3S | ωB97M-V/def2-TZVPD

Values from the calculation:
Energy: -48945.470 eV
Molar mass: 467.63 u
F_max: 1.019 eV/Å
E_HOMO: -8.18 eV
Kohn-Sham gap: 8.702 eV
SMILES: Cc1cccc(N2CCN(S(=O)(=O)c3ccc4c(c3)CCCN4C(=O)C3CCC3)CC2)c1C

The geometry in XYZ format:
```
66
Properties=species:S:1:pos:R:3:forces:R:3
C 2.40218 1.14197 -4.27124 0.0 -0.1 0.0
C 2.61488 0.18626 -3.13411 0.0 0.1 0.2
C 3.37568 0.58383 -2.04249 0.0 0.0 0.0
C 3.60835 -0.29112 -0.99948 0.1 0.0 0.0
C 3.03756 -1.54996 -1.01002 0.1 0.0 -0.1
C 2.24558 -1.96184 -2.08018 0.2 0.2 -0.1
N 1.67056 -3.24721 -2.13559 0.1 -0.1 -0.1
C 0.22360 -3.32993 -2.12401 -0.1 0.0 0.0
C -0.34118 -3.43851 -0.68149 -0.5 0.0 -0.2
N 0.75033 -3.27254 0.24394 -0.3 0.4 0.9
S 0.28472 -2.88551 1.80646 0.0 0.1 -0.3
O 1.48628 -2.79153 2.58199 0.2 0.1 -0.1
O -0.75338 -3.76383 2.27390 -0.2 0.2 -0.1
C -0.40504 -1.25904 1.54345 0.2 -0.5 0.0
C -1.65901 -0.94967 2.03561 -0.1 -0.1 0.1
C -2.17311 0.31337 1.81832 0.1 0.0 -0.1
C -1.43394 1.27514 1.12411 0.1 -0.6 0.2
C -0.18493 0.93436 0.58238 -0.1 -0.1 0.1
C 0.31953 -0.33690 0.81780 -0.1 0.1 0.0
C 0.60069 1.88327 -0.28054 0.0 0.2 0.0
C -0.01141 3.28077 -0.32405 -0.1 -0.2 -0.1
C -1.53074 3.15849 -0.35656 0.1 0.4 -0.2
N -1.96278 2.54530 0.88943 0.0 0.1 -0.4
C -2.65888 3.32624 1.78198 0.1 -0.2 0.2
O -3.17118 4.36446 1.41386 -0.1 0.2 0.1
C -2.69864 2.89338 3.22758 0.1 0.1 -0.1
C -4.08098 2.46508 3.77356 -0.2 -0.2 0.0
C -3.91896 3.44526 4.94245 -0.1 0.1 0.2
C -2.72060 4.07432 4.22167 0.2 0.2 0.0
C 1.73343 -4.32534 0.11545 0.3 -0.2 0.3
C 2.26376 -4.29993 -1.34148 0.0 -0.1 -0.1
C 2.07668 -1.10083 -3.17725 -0.1 0.0 0.1
C 1.37798 -1.56485 -4.42305 0.1 0.0 0.1
H 1.34816 1.20643 -4.53696 -0.1 0.0 -0.1
H 2.94852 0.81508 -5.15606 0.0 0.0 -0.1
H 2.75576 2.13487 -4.00445 0.0 0.1 0.0
H 3.79985 1.57726 -2.02094 0.0 0.1 0.0
H 4.21957 0.01127 -0.16167 0.0 0.0 0.1
H 3.19768 -2.20394 -0.16918 0.0 -0.1 0.1
H -0.18546 -2.44634 -2.60808 0.0 -0.1 -0.1
H -0.07292 -4.21439 -2.69922 -0.1 0.1 0.0
H -0.84004 -4.40619 -0.52318 0.0 0.1 0.0
H -1.06515 -2.64710 -0.48017 -0.1 -0.1 -0.2
H -2.21555 -1.70737 2.56325 -0.2 -0.1 0.1
H -3.16551 0.55876 2.15885 -0.1 0.0 0.0
H 1.28221 -0.61864 0.42138 0.1 0.1 -0.1
H 1.63159 1.92622 0.07432 0.0 -0.1 -0.1
H 0.63622 1.46231 -1.29017 0.1 0.0 0.0
H 0.34452 3.82394 -1.19927 0.0 0.0 0.0
H 0.27139 3.84660 0.56571 0.0 0.1 0.0
H -2.01453 4.13375 -0.42569 0.0 -0.2 0.0
H -1.84935 2.53532 -1.19741 0.0 0.0 0.0
H -1.91233 2.17272 3.44904 -0.1 0.1 0.0
H -4.18088 1.41487 4.04156 0.0 -0.1 -0.1
H -4.88694 2.74768 3.09883 0.0 0.0 0.0
H -4.76182 4.10575 5.12996 0.0 0.0 0.1
H -3.64239 2.94954 5.87067 0.0 0.0 0.0
H -2.97389 5.00486 3.71810 0.0 0.0 0.0
H -1.81550 4.21030 4.80922 0.1 0.0 0.0
H 1.28715 -5.30373 0.34886 0.1 0.1 0.0
H 2.51253 -4.12309 0.85064 0.1 -0.1 -0.1
H 3.34733 -4.18428 -1.36517 -0.1 -0.1 0.0
H 2.01231 -5.24568 -1.83413 0.1 0.0 0.1
H 1.31060 -2.64836 -4.43659 0.0 -0.1 0.0
H 1.93630 -1.24414 -5.30053 0.0 0.0 -0.1
H 0.37351 -1.14722 -4.50396 -0.1 0.0 -0.1
```
Forces are in eV/Å.